No. 1
{
  "formula": "C17H25I2OP2Sn",
  "method": "the ωB97M-V functional and the def2-TZVPD basis",
  "symbols": ["I", "I", "Sn", "P", "C", "C", "H", "H", "H", "H", "H", "H", "C", "H", "H", "H", "P", "C", "C", "H", "H", "H", "C", "H", "H", "H", "H", "H", "H", "C", "O", "C", "C", "C", "C", "C", "C", "C", "C", "C", "C", "H", "H", "H", "H", "H", "H", "H"],
  "positions_angstrom": [[-0.0387, -0.9004, -6.4141], [-0.6545, 1.5838, -5.6920], [-0.2421, -0.5696, -1.1041], [-2.8131, -0.4396, -1.5315], [-3.6814, 1.1113, -1.1156], [-3.3433, -0.9561, -3.1741], [-4.4224, -1.1255, -3.1673], [-4.4685, -1.8575, -0.4349], [-2.8426, -1.8801, -3.4582], [-2.8704, -2.6636, -0.5411], [-3.3947, 1.8853, -1.8381], [-3.0729, -0.2060, -3.9152], [-3.3848, -1.7170, -0.3389], [-4.7682, 0.9401, -1.1545], [-3.1609, -1.4668, 0.7037], [-3.4533, 1.4986, -0.1153], [2.1978, -0.3446, -1.5042], [2.9547, 1.2514, -1.1067], [2.7518, -1.6448, -0.3443], [2.2341, -1.7856, -3.4380], [3.8011, -0.9821, -3.1548], [2.4126, -0.1055, -3.8964], [2.7148, -0.8477, -3.1570], [2.2745, -2.6013, -0.5769], [3.8409, -1.7412, -0.4003], [4.0497, 1.1357, -1.1166], [2.6492, 1.6317, -0.1282], [2.4646, -1.4175, 0.6819], [2.6458, 2.0008, -1.8444], [-0.3746, 1.9383, -1.1514], [-0.3921, 2.9042, -0.5230], [2.5454, 0.5800, 4.6839], [3.1399, 0.5474, 3.3772], [2.3042, 0.4132, 2.2794], [0.9059, 0.2862, 2.3486], [-0.0039, 0.1710, 1.2399], [-1.3407, 0.3338, 1.4809], [-1.9311, 0.3606, 2.7892], [-1.0586, 0.3706, 3.8668], [0.3454, 0.3637, 3.6922], [1.1810, 0.4906, 4.8139], [3.1780, 0.6806, 5.5685], [4.2234, 0.6311, 3.2737], [2.6948, 0.4283, 1.2867], [-2.0049, 0.3551, 0.6327], [-3.0217, 0.3782, 2.8982], [-1.4353, 0.4445, 4.9186], [0.6653, 0.5362, 5.8012]],
  "forces_ev_per_a": [[-0.02, -0.01, 0.08], [0.01, -0.05, 0.16], [0.40, -0.23, 1.74], [-1.54, -0.09, 0.53], [0.11, 0.25, -0.06], [0.39, -0.07, -0.10], [0.02, 0.09, 0.05], [0.20, 0.04, -0.13], [0.00, -0.14, 0.06], [-0.21, 0.07, -0.14], [-0.23, -0.15, 0.03], [-0.09, 0.16, -0.02], [0.30, -0.05, -0.08], [0.28, -0.02, -0.18], [-0.08, 0.14, -0.28], [0.01, -0.22, -0.21], [1.21, -0.24, -0.43], [0.04, 0.19, 0.03], [-0.17, 0.12, 0.02], [0.05, -0.07, 0.12], [-0.10, 0.06, -0.10], [0.13, 0.12, 0.02], [-0.07, 0.02, 0.03], [0.19, 0.06, -0.28], [-0.12, -0.06, -0.06], [-0.27, 0.09, -0.09], [0.02, -0.11, -0.21], [0.08, 0.01, -0.15], [0.21, -0.20, -0.06], [0.01, 3.85, 2.52], [0.03, -3.31, -2.57], [2.07, 0.03, -1.29], [-0.65, 0.11, 2.41], [-0.76, -0.18, -0.76], [-0.43, -0.10, 1.37], [0.85, -0.19, -1.27], [-1.94, -0.20, 2.07], [0.50, 0.18, -1.95], [0.40, 0.13, 1.67], [-0.81, -0.06, -1.67], [-1.22, 0.07, 0.94], [-0.18, -0.02, -0.33], [-0.38, -0.01, -0.03], [0.56, 0.02, -0.10], [-0.25, 0.11, 0.37], [0.51, 0.04, 0.12], [0.20, -0.14, -1.10], [0.74, -0.06, -0.73]],
  "lowdin_charge": [0.09, 0.04, 1.02, 0.71, -0.20, -0.21, 0.09, 0.09, 0.07, 0.07, 0.07, 0.03, -0.21, 0.09, 0.04, 0.06, 0.67, -0.21, -0.22, 0.06, 0.09, 0.05, -0.22, 0.07, 0.09, 0.09, 0.04, 0.02, 0.07, -0.05, 0.17, 0.03, 0.05, 0.00, -0.15, -0.13, -0.19, 0.04, 0.07, -0.14, 0.06, 0.14, 0.14, 0.06, -0.03, 0.14, 0.16, 0.16],
  "e_lumo_ev": [-12.54, -11.40],
  "charge": 3,
  "homo_lumo_gap_ev": [3.830, 4.968],
  "e_homo_ev": [-16.369, -16.369],
  "multiplicity": 1
}

No. 2
{
  "formula": "C17H25N3O4",
  "method": "the ωB97M-V functional and the def2-TZVPD basis",
  "symbols": ["C", "N", "C", "O", "C", "C", "C", "C", "C", "C", "O", "C", "C", "N", "C", "O", "C", "N", "C", "C", "O", "C", "C", "C", "H", "H", "H", "H", "H", "H", "H", "H", "H", "H", "H", "H", "H", "H", "H", "H", "H", "H", "H", "H", "H", "H", "H", "H", "H"],
  "positions_angstrom": [[2.7996, -2.7527, -2.3646], [2.3344, -1.7846, -1.3818], [3.1495, -0.8801, -0.8166], [4.3410, -0.8661, -1.0629], [2.5899, 0.1134, 0.2057], [2.7466, 1.5753, -0.3027], [2.1522, 2.6772, 0.5908], [2.6829, 2.9064, 1.8820], [2.1344, 3.8842, 2.7290], [1.1091, 4.7023, 2.2422], [0.7151, 5.7827, 2.9844], [0.6335, 4.5443, 0.9462], [1.2000, 3.5365, 0.0922], [1.2084, -0.1102, 0.6479], [0.0376, -0.1927, -0.0190], [-0.0480, 0.0133, -1.2126], [-1.1871, -0.6218, 0.8015], [-1.2405, -2.0984, 0.9972], [-0.4160, -2.7663, 1.7929], [-0.4318, -4.2542, 1.6381], [0.4104, -2.2012, 2.5011], [-2.5344, -0.1594, 0.2042], [-3.7643, -0.7639, 0.8764], [-2.6142, 1.3774, 0.2136], [3.8142, -3.1170, -2.0747], [2.0409, -3.5365, -2.4031], [2.8329, -2.2209, -3.3058], [1.3420, -1.6960, -1.1940], [3.2182, 0.0300, 1.0850], [3.8240, 1.7530, -0.3687], [2.2905, 1.6116, -1.2540], [3.5223, 2.3518, 2.2478], [2.5657, 4.0674, 3.6893], [-0.0280, 6.2936, 2.6209], [-0.1014, 5.2186, 0.5627], [0.8262, 3.4585, -0.8971], [1.1500, -0.4265, 1.6010], [-1.1309, -0.1288, 1.8015], [-1.9034, -2.6274, 0.4653], [0.1194, -4.6868, 2.4558], [-1.4529, -4.6475, 1.6286], [0.0587, -4.5687, 0.6991], [-2.4918, -0.4986, -0.8266], [-3.7247, -1.8122, 0.7521], [-4.6589, -0.3964, 0.4020], [-3.7704, -0.5227, 1.9177], [-2.4680, 1.7859, 1.2027], [-1.8440, 1.8799, -0.4453], [-3.5785, 1.6533, -0.2204]],
  "forces_ev_per_a": [[0.18, 0.46, 0.69], [-0.84, 0.03, 0.78], [0.26, -0.30, 0.00], [0.52, 0.35, 0.01], [-1.06, 1.05, -0.45], [0.63, 0.09, 1.32], [1.13, -0.74, 0.03], [-1.46, 0.83, 0.06], [0.15, -0.44, -1.28], [-0.14, 0.60, -0.89], [-0.14, 0.05, 0.80], [1.35, -1.54, -0.60], [-1.05, 1.18, 2.23], [-0.05, -0.66, 1.12], [0.56, 0.05, -0.19], [-0.27, 0.11, -0.91], [-1.07, -0.17, 1.67], [-0.36, 1.59, -0.80], [1.63, -0.11, 0.25], [-0.30, -0.60, -0.23], [-0.18, -0.01, 0.19], [0.86, 0.62, -0.42], [0.98, 0.70, -0.49], [0.79, 0.11, -1.50], [-0.93, 0.18, -0.32], [0.37, -0.13, -0.11], [0.31, -0.30, -0.55], [0.37, -0.08, -0.33], [-0.04, -0.30, 0.20], [-0.11, -0.06, -0.39], [-0.36, 0.27, -1.22], [0.29, -0.43, 0.06], [0.09, 0.12, 0.46], [0.46, -0.66, -0.19], [-0.38, 0.33, -0.21], [-0.21, -0.23, -0.79], [-0.14, -0.18, 0.26], [0.22, -0.60, -0.42], [-0.08, 0.03, -0.29], [0.10, -0.18, 0.28], [0.10, -0.03, 0.00], [-0.20, 0.34, 0.33], [-0.22, 0.08, -0.39], [-0.34, -1.23, 0.10], [-0.34, 0.18, -0.11], [-0.17, 0.12, 0.80], [-0.29, 0.10, 0.42], [-0.64, -0.80, 0.66], [-0.01, 0.22, 0.36]],
  "lowdin_charge": [-0.05, 0.02, -0.47, 0.06, -0.17, -0.08, -0.22, -0.02, 0.00, -0.33, 0.03, -0.01, -0.02, 0.14, -0.45, 0.07, -0.17, 0.12, -0.55, 0.00, 0.04, -0.38, -0.05, -0.06, 0.10, 0.08, 0.08, 0.11, 0.15, 0.13, 0.10, 0.11, 0.11, 0.11, 0.10, 0.10, 0.11, 0.17, 0.13, 0.08, 0.08, 0.10, 0.13, 0.05, 0.08, 0.08, 0.08, 0.09, 0.08],
  "e_lumo_ev": 0.52,
  "homo_lumo_gap_ev": 9.002,
  "e_homo_ev": -8.483,
  "smiles": "CNC(=O)[C@@H](Cc1ccc(O)cc1)NC(=O)[C@H](NC(C)=O)C(C)C",
  "multiplicity": 1
}

No. 3
{
  "formula": "C17H25N3O5S",
  "method": "the ωB97M-V functional and the def2-TZVPD basis",
  "symbols": ["C", "C", "O", "C", "O", "N", "C", "C", "N", "C", "O", "C", "C", "N", "C", "C", "C", "C", "C", "C", "S", "C", "O", "O", "C", "C", "H", "H", "H", "H", "H", "H", "H", "H", "H", "H", "H", "H", "H", "H", "H", "H", "H", "H", "H", "H", "H", "H", "H", "H", "H"],
  "positions_angstrom": [[-2.8513, -2.6733, -1.1645], [-3.4515, -2.4943, 0.2220], [-2.8827, -1.3810, 0.9090], [-3.3517, -0.1710, 0.5545], [-4.2806, 0.0160, -0.1948], [-2.7310, 0.8228, 1.2466], [-1.5045, 0.5895, 1.9784], [-0.6169, 1.8378, 1.9017], [-0.6053, 2.3715, 0.5610], [0.3353, 2.1925, -0.3849], [0.1937, 2.6219, -1.5181], [1.6547, 1.5136, 0.0077], [2.7962, 2.0578, -0.8573], [1.5032, 0.0716, -0.1374], [2.5663, -0.7409, 0.3113], [3.2465, -1.5870, -0.5564], [4.2694, -2.3916, -0.0859], [4.6400, -2.3494, 1.2467], [3.9675, -1.5059, 2.1146], [2.9341, -0.7119, 1.6542], [0.4009, -0.5627, -1.2206], [0.8690, -0.0438, -2.8874], [0.5033, -1.9875, -1.1182], [-0.8715, 0.0214, -0.9281], [-1.9127, 2.8260, 0.0972], [-3.0344, 2.1966, 0.9287], [-3.2490, -3.5760, -1.6210], [-3.1052, -1.8153, -1.7813], [-1.7682, -2.7427, -1.0979], [-4.5354, -2.3485, 0.1511], [-3.2319, -3.3528, 0.8610], [-1.7267, 0.3559, 3.0284], [-0.9903, -0.2627, 1.5281], [0.3853, 1.5828, 2.2376], [-1.0051, 2.6208, 2.5629], [1.9002, 1.7306, 1.0523], [2.5305, 2.0304, -1.9093], [3.6965, 1.4696, -0.6918], [2.9931, 3.0919, -0.5851], [2.9590, -1.6340, -1.5933], [4.7846, -3.0496, -0.7695], [5.4434, -2.9726, 1.6086], [4.2407, -1.4723, 3.1589], [2.4014, -0.0735, 2.3432], [0.2533, -0.6209, -3.5656], [0.6383, 1.0123, -2.9652], [1.9180, -0.2456, -3.0558], [-2.0014, 2.5166, -0.9466], [-1.9637, 3.9193, 0.1473], [-3.1938, 2.7493, 1.8613], [-3.9618, 2.2000, 0.3542]],
  "forces_ev_per_a": [[0.00, 0.21, 0.37], [-0.31, -0.33, -0.37], [0.21, 0.23, 0.08], [-0.21, 0.02, 0.50], [-0.22, -0.11, -0.47], [0.22, -0.01, -0.09], [0.21, -0.20, 0.23], [-0.07, -0.27, 0.20], [-0.16, 0.10, 0.03], [0.26, 0.73, 0.37], [0.08, 0.10, -0.18], [0.26, 0.56, -0.32], [-0.20, -0.08, 0.20], [-0.74, -0.35, -0.43], [0.58, -0.60, 0.20], [0.13, 0.09, 0.11], [0.03, 0.01, -0.06], [0.02, -0.04, 0.04], [0.08, 0.01, 0.03], [-0.16, 0.11, -0.18], [-0.08, -0.40, -0.26], [-0.23, -0.09, 0.79], [0.35, -0.01, -0.14], [-0.06, 0.19, -0.26], [-0.22, 0.09, -0.24], [-0.11, 0.13, -0.04], [-0.05, -0.10, -0.07], [-0.03, 0.03, -0.11], [0.01, -0.10, -0.03], [0.19, -0.09, 0.09], [-0.06, 0.12, -0.06], [0.15, 0.00, -0.05], [-0.02, 0.15, 0.18], [-0.05, 0.05, 0.03], [0.15, -0.09, 0.01], [-0.14, -0.13, -0.15], [-0.02, 0.00, -0.05], [0.08, -0.01, 0.06], [0.06, 0.10, -0.03], [0.04, -0.04, -0.10], [0.03, -0.05, -0.06], [0.06, -0.06, 0.03], [0.01, 0.01, 0.08], [-0.10, 0.07, 0.07], [-0.14, -0.18, -0.04], [0.04, 0.13, 0.00], [0.20, -0.07, 0.01], [-0.05, 0.11, 0.14], [-0.08, -0.05, -0.09], [-0.05, 0.00, -0.09], [0.12, 0.12, 0.13]],
  "lowdin_charge": [-0.06, -0.21, -0.01, -0.56, 0.10, -0.03, -0.11, -0.11, -0.03, -0.45, 0.05, -0.26, -0.01, -0.13, -0.27, -0.03, -0.07, -0.09, -0.08, -0.01, 0.65, -0.09, -0.27, -0.25, -0.09, -0.11, 0.08, 0.08, 0.05, 0.12, 0.12, 0.13, 0.11, 0.11, 0.13, 0.13, 0.07, 0.08, 0.09, 0.10, 0.11, 0.10, 0.10, 0.11, 0.07, 0.05, 0.06, 0.13, 0.13, 0.12, 0.13],
  "e_lumo_ev": 0.57,
  "homo_lumo_gap_ev": 9.515,
  "e_homo_ev": -8.949,
  "smiles": "CCOC(=O)N1CCN(C(=O)[C@H](C)N(c2ccccc2)S(C)(=O)=O)CC1",
  "multiplicity": 1
}

Relative energy (zero: lowest compared OMol25 entry of this formula, charge and spin) for every record listed, in sequence, given in kJ/mol: 39.1, 20.4, 27.5.
DFT total energy for every record listed, in sequence, given in Ha: -2229.3125, -1128.0742, -1601.4714.